{
  "formula": "C4H3NO2",
  "method": "ωB97M-V/def2-TZVPD",
  "homo_lumo_gap_ev": [6.92, 7.96],
  "homo_ev": [-9.27, -9.50],
  "de_lowest_ev": 4.728,
  "symbols": ["O", "C", "C", "N", "O", "C", "C", "H", "H", "H"],
  "positions_angstrom": [[1.491, 2.082, -0.144], [0.354, 1.781, -0.092], [-0.151, 0.328, -0.698], [-1.095, 0.606, -1.413], [-1.580, -1.767, -0.001], [-0.433, -1.717, 0.413], [0.452, -0.607, 0.140], [-0.509, 2.333, 0.294], [0.008, -2.555, 0.985], [1.450, -0.471, 0.533]],
  "forces_ev_per_angstrom": [[-0.4004, 0.0252, -0.1064], [0.3722, 0.0447, 0.0267], [-0.2100, 0.8881, 0.0303], [0.2413, -0.1798, -0.1768], [0.4139, -0.0781, 0.1619], [-0.1521, -0.2180, 0.1217], [-0.1159, -0.5352, -0.0336], [0.0845, 0.0449, 0.0609], [-0.0776, 0.0730, -0.0366], [-0.1560, -0.0647, -0.0483]],
  "lowdin_charge": [0.14, -0.15, -0.43, 0.30, 0.04, -0.28, 0.00, 0.14, 0.12, 0.11]
}